18
Properties=species:S:1:pos:R:3:forces:R:3 method="wB97M-V/def2-TZVPD" smiles=C[C@H](O)CNCO homo_energy_ev=-9.5
C -1.3325 0.7352 2.0986 0.3 -1.5 0.8
C -0.4496 -0.2683 1.2492 -1.6 1.5 2.0
O 0.7396 -0.4635 1.9894 0.2 0.1 -0.8
C -0.2951 0.4106 -0.0920 0.8 -0.5 -1.4
N 0.9723 0.0657 -0.7755 -1.4 0.1 1.8
C 0.9389 -0.8716 -1.8050 2.0 0.1 -2.9
O 0.9320 -0.0940 -3.0719 -0.3 -0.1 0.7
H -2.1775 1.1069 1.5413 -0.2 0.4 -0.3
H -1.7504 0.2423 2.9935 0.1 -0.1 -0.4
H -0.6997 1.5127 2.5408 -0.1 0.1 -0.7
H -1.0003 -1.2219 1.1742 0.4 0.2 -0.2
H 1.4144 -0.0343 1.4435 0.3 -0.4 0.1
H -1.1777 0.1169 -0.6903 0.3 0.4 0.0
H -0.2417 1.4996 -0.0511 -0.5 0.0 0.6
H 1.4255 0.9381 -0.9928 0.4 -0.4 -0.7
H 0.1509 -1.6185 -1.8698 -0.5 0.4 0.9
H 1.8901 -1.4297 -1.8610 -0.2 0.0 0.3
H 0.6608 -0.6262 -3.8212 0.0 -0.3 0.0

---

18
Properties=species:S:1:pos:R:3:forces:R:3 method="wB97M-V/def2-TZVPD" smiles=N[C@@H](CO)CCO homo_energy_ev=-9.7
N 0.4567 1.0307 1.2412 0.4 -2.8 1.3
C -0.1758 0.6157 -0.0867 0.7 0.3 0.1
C 0.4068 1.5548 -1.2651 -0.6 -1.2 -0.7
O 0.3617 3.0072 -1.0989 -0.5 -2.4 0.8
C -0.0580 -0.9470 -0.5129 0.1 3.4 1.8
C -0.8674 -1.8082 0.3983 -2.6 -0.6 1.0
O -0.4272 -2.2144 1.7547 1.4 1.0 -2.1
H 1.4989 1.0689 1.2407 -0.9 0.1 -0.8
H 0.3316 0.2216 2.0088 -0.3 2.3 -2.3
H -1.2811 0.7640 0.1044 1.1 0.2 -0.6
H -0.1938 1.2236 -2.1815 0.8 0.8 1.0
H 1.4781 1.2852 -1.4528 -0.8 -0.1 0.2
H 0.2781 2.9916 -0.1358 0.0 1.0 0.2
H 0.9552 -1.2666 -0.4197 1.1 -0.1 -0.2
H -0.3797 -1.0658 -1.5432 -0.2 -0.1 0.0
H -0.9741 -2.6479 -0.2280 -0.2 -2.0 -0.2
H -1.9646 -1.4982 0.5128 1.6 0.2 0.1
H 0.5546 -2.3151 1.6637 -1.2 -0.1 0.3

---

18
Properties=species:S:1:pos:R:3:forces:R:3 method="wB97M-V/def2-TZVPD" smiles="CCNC(C)=O.O" homo_energy_ev=-9.6
C 1.4454 2.0555 -0.5098 0.5 0.1 1.9
C -0.0764 1.9374 -0.6669 -0.2 -0.1 -1.4
N -0.6037 0.8538 0.1160 -1.1 0.0 1.7
C -1.1888 -0.3922 -0.0749 2.9 0.7 0.3
C -0.9864 -0.9263 -1.4669 0.2 0.5 -0.7
O -1.3935 -1.0433 0.9365 -1.0 -0.3 -0.6
H 1.8455 1.1572 -0.0054 -0.2 0.0 -0.6
H 2.0092 2.2074 -1.4252 -0.1 0.3 0.0
H 1.6865 2.8301 0.2670 -0.1 -0.2 -1.0
H -0.3227 1.6865 -1.7204 0.1 0.5 0.5
H -0.5485 2.9167 -0.3935 0.1 -0.9 -0.3
H -0.5398 0.9827 1.1172 -0.1 0.2 0.0
H -1.7786 -0.6360 -2.1634 0.1 -0.1 0.1
H -0.9009 -2.0067 -1.4310 -0.1 0.0 0.0
H -0.0232 -0.4777 -1.8407 -1.0 -0.6 0.2
O 2.0020 -2.2499 1.5318 0.1 -0.1 -0.1
H 1.8597 -1.3364 1.7874 -0.1 0.1 0.0
H 1.1222 -2.6412 1.5201 -0.1 0.1 0.0

---

18
Properties=species:S:1:pos:R:3:forces:R:3 method="wB97M-V/def2-TZVPD" spin_multiplicity=2 s2=0.7542 total_charge=+1 homo_energy_ev="-14.0 / -14.0"
C -2.5049 -0.4258 1.4470 0.3 0.2 0.1
N -1.0572 -0.4850 1.4175 -0.5 -1.8 -2.0
C -0.2940 0.3193 0.5174 1.0 1.5 1.2
C 1.2185 0.1552 0.6900 0.1 0.4 -0.2
C 1.9234 1.4977 0.4546 0.0 -0.6 0.3
O 1.4560 2.3450 -0.2413 -0.2 0.3 -0.1
H -2.8814 -0.0969 0.4781 0.1 0.1 -0.1
H -2.8999 -1.3953 1.6959 -0.1 -0.3 0.2
H -2.8348 0.2894 2.1892 -0.1 0.4 0.3
H -0.7014 -1.4520 1.5102 0.1 0.7 0.7
H -0.6215 0.2609 -0.5183 -0.4 -0.4 -0.2
H -0.5290 1.3646 0.8105 -0.1 -0.2 -0.4
H 1.7353 -0.4925 -0.0317 -0.5 -0.3 0.2
H 1.4378 -0.1901 1.6959 0.2 -0.1 0.1
H 2.9005 1.5792 0.9556 0.1 0.2 -0.1
H -0.3212 -2.5320 -2.5966 0.0 -0.2 0.0
H 0.3322 -3.0302 -3.8952 -0.4 0.4 0.2
O -0.2793 -2.3609 -3.5397 0.3 -0.2 -0.2

---

19
Properties=species:S:1:pos:R:3:forces:R:3 method="wB97M-V/def2-TZVPD" total_charge=-2 homo_energy_ev=0.5
C -0.8389 -1.1427 1.2992 -0.3 -1.0 -0.4
N -0.4982 0.1428 0.6690 -0.6 -1.1 0.5
C -0.2696 0.0530 -0.7905 0.2 1.2 -0.1
C 1.2318 -0.2750 -1.0581 -0.8 -0.5 0.5
S 2.4156 0.7445 -0.0837 0.1 0.1 0.0
C -1.3930 -0.7673 -1.5560 1.5 -0.2 -1.0
O -1.3288 -2.1072 -1.5245 -0.3 -0.5 0.5
H 0.0022 -1.6924 1.7610 0.0 0.5 0.2
H -1.1817 -1.8607 0.5420 -0.1 0.3 -0.1
H -1.6554 -1.0527 2.0274 0.2 0.2 0.2
H 0.3777 0.4146 1.1140 0.2 0.4 -0.5
H -0.4188 1.0989 -1.1284 0.1 -0.2 -0.1
H 1.4856 -0.1815 -2.1108 -0.2 0.0 -0.2
H 1.3474 -1.3218 -0.7630 0.2 -0.1 -0.2
H -1.2390 -0.4545 -2.6502 -0.3 0.5 0.5
H -2.3595 -0.3073 -1.2236 0.0 0.1 0.1
H -1.5326 1.4790 1.6003 0.7 -0.1 0.1
H -0.4039 2.0566 2.4547 -0.4 -0.1 -0.3
O -1.3677 2.0964 2.3533 -0.2 0.4 0.4

---

19
Properties=species:S:1:pos:R:3:forces:R:3 method="wB97M-V/def2-TZVPD" total_charge=-2 homo_energy_ev=0.2
C 0.2025 0.7327 -1.9043 0.3 -0.4 -0.2
N 0.6467 1.1306 -0.5680 -0.8 -0.3 -0.5
C 0.1110 0.2889 0.5199 1.0 -1.0 0.7
C -1.3230 0.5905 0.8879 -1.1 2.6 0.4
S -1.4162 2.3091 1.7344 0.0 -0.5 0.1
C 0.2849 -1.2208 0.2352 -0.1 0.0 -1.9
O 1.4792 -1.6300 -0.3717 -0.8 0.0 0.3
H -0.8507 0.9354 -2.1541 0.0 0.3 0.1
H 0.3304 -0.3340 -2.0622 0.2 -0.2 0.2
H 0.8783 1.1902 -2.6348 -0.3 0.3 -0.1
H 0.2217 2.0397 -0.4061 0.2 0.2 0.3
H 0.7449 0.5593 1.3721 -0.2 -0.1 0.2
H -1.9249 -0.1008 1.4744 0.7 -0.5 0.3
H -1.9972 0.8646 0.0721 0.5 -0.7 -0.7
H -0.5443 -1.3838 -0.5003 -0.1 -0.4 0.3
H 0.0529 -1.8807 1.0853 -0.2 0.5 0.4
H 2.0815 -3.7587 -1.7785 -0.1 -0.1 0.0
H 1.1638 -2.6904 -0.9224 0.9 0.0 0.1
O 1.1673 -3.7893 -1.4752 -0.2 0.1 -0.1

---

19
Properties=species:S:1:pos:R:3:forces:R:3 method="wB97M-V/def2-TZVPD" smiles=NCC(S)(CO)CO homo_energy_ev=-8.6
N 1.4629 -0.2417 1.4628 1.1 3.2 0.4
C -0.0231 -0.2449 1.5767 1.6 -1.6 -0.7
C -0.6632 -0.0099 0.1668 2.9 1.0 0.1
S -2.3765 -0.1349 0.1970 -3.2 1.2 -1.0
C -0.2820 1.4259 -0.4163 -3.6 0.3 -0.6
O 1.0117 1.7552 -0.6271 1.6 0.8 0.6
C -0.2489 -1.1196 -0.8224 -1.0 1.1 -0.1
O 1.1616 -1.3519 -0.9789 -0.9 -1.8 -3.0
H 1.7396 0.8462 1.3770 -0.4 -3.8 0.0
H 2.0011 -0.8567 0.8064 -1.5 1.1 0.8
H -0.1991 0.5322 2.2862 -0.7 0.7 0.2
H -0.3198 -1.1953 2.1164 -0.1 0.8 -1.1
H -2.7055 0.6189 -1.0121 0.7 -1.2 1.9
H -0.7931 2.2427 0.1769 0.7 -1.0 -0.2
H -0.8012 1.5073 -1.4352 0.1 -0.4 1.0
H 1.4336 0.9824 -0.9721 0.8 -0.8 -0.4
H -0.8290 -0.7152 -1.7316 1.3 -1.3 0.5
H -0.7443 -1.9989 -0.4141 0.1 -0.4 -0.5
H 1.1751 -2.0417 -1.7562 0.4 2.0 2.2

---

19
Properties=species:S:1:pos:R:3:forces:R:3 method="wB97M-V/def2-TZVPD" homo_energy_ev=-8.9
C 0.8445 -1.4855 0.1873 1.2 3.4 4.6
C 2.5150 0.5855 0.2498 -1.9 -3.8 -0.8
C -1.5950 0.7788 -1.1212 3.5 2.0 4.0
C 1.1157 -0.0185 -0.2368 0.1 -1.3 -1.9
N -0.0015 0.9131 0.0460 -1.5 -0.1 -2.1
O -2.7436 0.7656 1.2017 1.5 0.2 -1.8
O -2.4949 -1.4486 -0.1179 0.7 -1.6 0.5
S -2.9247 -0.0911 -0.2470 -0.9 2.3 -0.3
H 1.0486 -2.1320 -0.5332 1.4 -2.9 -3.1
H 1.3806 -1.7434 1.1683 -0.9 0.2 -1.3
H -0.1866 -1.5029 0.2991 -2.0 -0.5 0.7
H 3.2767 -0.1876 0.4665 -0.7 0.2 0.2
H 2.3666 1.2244 1.0301 -0.3 1.6 2.3
H 2.8660 1.0904 -0.5520 1.3 2.0 -2.4
H -1.5955 1.8750 -1.2492 -0.9 -0.5 0.6
H -1.2724 0.4350 -2.0581 0.2 -1.5 -1.0
H 1.1027 -0.1968 -1.3751 0.5 1.1 1.4
H -0.3917 0.6825 0.9527 -0.3 -0.1 0.1
H -3.3103 0.4562 1.8892 -1.0 -0.7 0.5

---

19
Properties=species:S:1:pos:R:3:forces:R:3 method="wB97M-V/def2-TZVPD" homo_energy_ev=-8.1
C 0.0219 -0.5801 -0.2772 0.6 0.6 0.0
C -0.9981 0.5005 0.1204 1.6 0.3 0.0
C 2.4921 -0.4256 0.3157 -0.2 0.0 -0.3
C -2.3712 -0.0248 0.4650 0.0 0.3 0.2
N 1.2618 0.2878 -0.0181 0.9 -0.9 -0.7
O 1.5670 1.0616 -1.1828 -0.3 -0.2 0.0
O 0.0242 -1.6598 0.5997 0.0 0.0 0.1
O -1.0675 1.4682 -0.9565 -0.4 0.1 0.0
H 0.7268 1.5396 -1.3530 0.3 -0.1 0.0
H -0.1456 -1.3213 1.4903 0.0 0.0 -0.1
H -1.9086 1.4093 -1.4340 0.3 -0.2 0.1
H 0.0157 -0.9508 -1.3080 0.0 0.0 0.2
H 0.2022 0.9677 0.7267 -3.0 -0.2 0.3
H 2.7823 -1.0905 -0.5006 0.1 -0.1 0.0
H 3.2761 0.3127 0.4661 0.0 0.0 0.1
H 2.3245 -1.0135 1.2133 0.1 0.1 0.0
H -2.9988 0.7792 0.8500 0.0 0.0 0.1
H -2.8722 -0.4378 -0.4239 0.1 0.0 0.0
H -2.3326 -0.8223 1.2068 0.0 0.1 0.0

---

19
Properties=species:S:1:pos:R:3:forces:R:3 method="wB97M-V/def2-TZVPD" smiles="CC(=O)N(C)O.CO" homo_energy_ev=-8.8
C -0.9038 -0.5440 -1.7056 -0.1 0.1 0.0
C -0.0102 0.6572 -1.5862 0.3 -0.2 0.1
O -0.3098 1.7947 -1.9350 -0.2 0.3 -0.1
N 1.2016 0.4262 -1.0550 0.1 0.7 -0.2
C 1.7122 -0.7746 -0.4611 0.1 -0.2 0.2
O 2.0232 1.5563 -0.9056 -0.1 -0.2 0.0
H -1.1241 -0.9312 -0.7130 0.0 -0.1 0.0
H -1.8266 -0.2450 -2.1940 0.0 0.0 0.0
H -0.4211 -1.3244 -2.2885 0.0 -0.1 0.0
H 1.7582 -1.5790 -1.1968 0.1 0.0 0.0
H 1.0904 -1.0804 0.3830 0.1 0.0 0.0
H 2.7177 -0.5550 -0.1101 0.0 -0.1 0.0
H 1.4744 2.2660 -1.3060 -0.1 -0.3 0.0
C -1.3414 -0.0921 2.8266 -0.1 0.0 0.3
O -0.8066 -0.0639 1.5240 0.2 0.1 -0.4
H -0.7280 0.4857 3.5248 -0.1 -0.1 0.0
H -2.3664 0.2905 2.8481 0.0 0.0 0.1
H -1.3462 -1.1351 3.1383 0.0 0.0 0.1
H -0.7935 0.8480 1.2121 0.0 -0.1 0.0

---

19
Properties=species:S:1:pos:R:3:forces:R:3 method="wB97M-V/def2-TZVPD" smiles="CC[C@@H](N)C(=O)O.O" homo_energy_ev=-9.8
C -0.4664 -1.9252 1.2154 0.7 -0.3 -0.2
C -0.8498 -0.5394 0.7709 -1.1 1.4 0.8
C 0.1831 0.3887 0.0063 -1.5 -2.2 0.9
N 1.4799 0.4383 0.6447 -0.1 -0.3 1.0
C 0.1312 -0.1533 -1.3856 1.5 0.0 -1.5
O -0.8004 -0.5488 -2.0210 -0.6 0.2 0.2
O 1.3931 -0.2006 -1.9144 0.2 0.5 1.1
H -1.2356 -2.6790 1.0534 0.0 0.1 -0.4
H -0.3105 -1.9406 2.2857 0.5 -0.1 0.2
H 0.4594 -2.2139 0.6916 -0.3 -0.4 0.3
H -1.1872 0.0465 1.6341 0.5 -0.1 0.3
H -1.7979 -0.5349 0.2295 0.4 -0.2 -0.6
H -0.4017 1.2858 0.1201 0.4 0.5 -0.6
H 1.4980 -0.3265 1.3097 0.1 0.2 0.2
H 2.3183 0.2967 0.0979 -0.5 0.3 -0.7
H 1.3675 -0.4738 -2.8225 -0.4 -0.4 -0.9
O -0.5631 3.2654 -0.9231 -0.8 0.8 -0.4
H 0.1359 2.7052 -0.6077 0.3 -0.1 0.3
H -1.3538 3.1094 -0.3851 0.5 0.0 -0.1

---

19
Properties=species:S:1:pos:R:3:forces:R:3 method="wB97M-V/def2-TZVPD" smiles="NC(=O)CCCO.O" homo_energy_ev=-10.1
N 0.5942 -2.0287 -1.6893 0.2 -0.5 -0.7
C 0.5405 -1.1796 -0.6415 -0.2 0.0 -0.1
O 0.1395 -1.5264 0.4541 0.1 -0.2 0.2
C 0.9760 0.2350 -0.9180 0.3 0.4 -0.2
C -0.1236 1.2905 -0.7008 -0.1 -0.3 0.0
C -1.1992 0.9866 0.3346 -0.3 0.5 -0.3
O -2.1179 2.0880 0.3955 0.2 0.0 0.1
H 0.9779 -1.7516 -2.5767 0.0 0.1 0.1
H 0.4018 -3.0137 -1.5824 -0.1 0.2 0.3
H 1.8373 0.4102 -0.2753 0.0 0.1 0.3
H 1.3553 0.3676 -1.9399 -0.1 -0.2 0.2
H 0.3374 2.2353 -0.4387 0.2 0.3 0.0
H -0.6420 1.4272 -1.6521 0.0 0.2 0.1
H -1.7942 0.1559 -0.0235 -0.1 -0.3 0.2
H -0.8003 0.7669 1.3198 0.1 -0.2 0.1
H -1.7445 2.7669 0.9686 0.0 -0.1 -0.1
O 0.5671 -0.9329 3.3335 0.1 0.1 0.1
H 1.0288 -1.0997 2.5041 -0.1 0.0 -0.1
H -0.3342 -1.1975 3.1280 0.0 0.0 0.0

---

19
Properties=species:S:1:pos:R:3:forces:R:3 method="wB97M-V/def2-TZVPD" homo_energy_ev=-7.0
C -1.6831 0.3031 -0.7966 0.5 -1.2 -1.6
C 0.1251 -0.6636 -0.3106 -4.3 2.2 -1.5
C 0.0114 0.0743 0.8970 4.6 -2.6 1.1
C 2.8047 -0.1744 0.8396 -0.2 0.2 0.4
N 1.5150 -0.7727 1.1139 -0.5 0.7 0.6
O -1.2586 1.1160 -1.8639 0.0 0.1 -0.1
O -2.4122 -0.7980 -1.2357 -0.3 0.1 0.0
O -2.6102 1.0471 -0.0135 0.6 -0.3 0.4
H -2.0161 1.3078 -2.4456 0.1 0.0 0.2
H -3.3500 -0.5425 -1.2759 0.1 0.0 0.0
H -2.1857 1.8801 0.2190 -0.1 0.0 -0.1
H 1.5241 -1.6789 1.5726 -0.2 0.5 0.2
H -0.2043 -1.6921 -0.3549 0.0 0.1 0.1
H 0.7115 -0.2745 -1.1319 0.0 0.0 0.2
H 0.2526 1.1297 0.8634 -0.1 0.0 0.1
H -0.6747 -0.2898 1.6508 -0.1 0.3 -0.1
H 2.6576 0.7780 0.3213 0.0 -0.1 0.0
H 3.4354 -0.7966 0.1929 -0.2 0.0 0.1
H 3.3576 0.0468 1.7583 0.2 0.1 -0.1

---

19
Properties=species:S:1:pos:R:3:forces:R:3 method="wB97M-V/def2-TZVPD" homo_energy_ev=-9.3
C 0.8590 -1.0318 1.2277 -0.6 0.0 -0.2
O 0.8235 0.1128 2.0045 0.1 0.4 -0.1
C -0.1571 -1.0913 0.0971 0.8 -1.2 0.7
C -0.0433 1.4129 -0.4922 1.2 1.1 -0.5
C 0.1673 -0.0608 -1.1099 -0.5 -1.7 -0.6
N -0.7333 -0.3272 -2.1548 -0.7 0.4 -0.4
O 1.3654 -0.1650 -1.4657 0.8 0.9 0.4
H 0.5843 -1.9286 1.7987 0.0 -0.1 0.3
H 1.8719 -1.2053 0.8675 0.1 0.1 -0.1
H -0.0752 0.5205 1.8569 0.0 -0.2 0.8
H -1.2008 -0.9930 0.3943 0.2 0.4 -0.1
H 0.0014 -2.0890 -0.3282 -0.2 0.2 -0.3
H -0.2540 2.0977 -1.3060 0.4 0.1 -0.3
H -0.8846 1.2640 0.2366 -1.2 -0.4 0.7
H -0.2541 -0.8403 -2.8827 -0.1 0.1 -0.2
H -1.2546 0.4598 -2.5211 -0.2 -0.2 0.1
H -2.2634 1.3392 1.9038 0.4 0.1 -0.2
H 0.8267 1.6858 0.0923 0.1 0.2 0.0
O -1.5759 0.8376 1.4402 -0.5 0.0 0.1

---

We obtain M values of 105.137; 105.137; 105.137; 105.137; 137.204; 137.204; 137.204; 137.204; 121.136; 121.136; 121.136; 121.136; 121.136; 121.136 g/mol for the records listed above, in that order.
We obtain electronic energy values of -364.19951; -364.17504; -364.23372; -363.88902; -762.33875; -762.34769; -762.35027; -762.27406; -439.32608; -439.42342; -439.47058; -439.49877; -439.30786; -439.24897 Ha for the records listed above, in that order.